[1]
C23H26N6O4 | the ωB97M-V functional and the def2-TZVPD basis

Computed properties:
SMILES: Cc1c(NC(=O)CN2CCN(c3ccc([N+](=O)[O-])cc3)CC2)c(=O)n(-c2ccccc2)n1C
Relative energy (zero: lowest compared OMol25 entry of this formula, charge and spin) (eV): 2.520
Gap between HOMO and LUMO (eV): 7.440
HOMO energy (eV): -7.62
Energy (a.u.): -1521.45580

Geometry as XYZ:
```
59
Properties=species:S:1:pos:R:3:forces:R:3:lowdin_charge:R:1
O -1.3360 -3.8507 0.5139 0.0357 -0.1039 0.0824 0.04
O -1.2194 -2.6385 2.2909 0.0248 -0.0757 -0.0117 0.06
O -0.5549 1.9425 1.4626 0.2021 0.2969 0.2411 0.04
O 0.7201 0.2555 -3.0701 -0.0339 -0.1227 -0.1577 0.04
N -0.7968 -2.9839 1.1948 -0.9678 -0.4320 0.3830 -0.35
N -2.5504 -0.5255 0.1344 0.1457 0.1048 -0.2007 -0.05
N 3.4154 -0.1672 -1.0906 0.0756 0.2237 -0.1042 -0.07
N 3.2034 2.2335 -2.3383 -0.2281 -0.0905 -0.0088 -0.16
N 0.1707 1.4217 -1.1990 -0.1596 0.2896 0.4579 0.17
N -2.1724 0.2840 1.1887 0.3575 0.0198 -0.1754 0.07
C 0.8502 1.2275 -2.3431 0.1893 0.4174 -0.0502 -0.44
C -3.4807 -1.6073 0.2898 -0.3613 -0.3891 0.0449 -0.02
C 0.3229 -2.3231 0.6623 1.2834 0.7325 -0.5508 -0.19
C -1.1113 1.0747 0.7979 -0.0217 -0.2465 -0.4905 -0.41
C 1.8774 -2.0110 -1.1359 0.0926 0.1478 -0.0286 0.00
C 1.8066 2.3826 -2.6932 0.0751 0.0077 -0.0768 -0.09
C -1.8545 -1.0847 -2.1706 -0.0204 -0.0385 -0.0791 0.01
C 3.5341 2.2644 -0.9203 0.3180 0.1247 0.1157 -0.14
C -4.2509 0.7340 4.7805 -0.0501 0.0224 0.0564 -0.09
C 4.1164 0.9183 -0.4504 -0.1073 0.2673 0.0866 -0.13
C 3.9380 1.2129 -3.0449 0.0750 -0.1408 -0.0155 -0.15
C -4.2800 0.4844 2.3932 0.1357 0.0451 -0.0874 -0.02
C -2.8901 0.4144 2.3869 -0.3284 0.0817 0.3641 -0.19
C -2.1830 0.5291 3.5783 0.0098 -0.0535 -0.1447 0.00
C 0.8448 -2.7101 -0.5752 -0.3194 -0.0736 0.3571 0.01
C 3.6665 -0.2174 -2.5182 0.1301 -0.1575 -0.3793 -0.13
C 1.9103 -0.5292 0.7702 0.2257 0.0374 -0.0893 0.00
C -4.9531 0.6336 3.5915 -0.0576 -0.0322 0.0453 -0.08
C 2.4217 -0.8729 -0.5000 -0.2421 -0.3519 0.3101 -0.21
C -2.8667 0.6927 4.7678 -0.0323 0.0057 0.0182 -0.07
C 0.8876 -1.2399 1.3384 -0.3105 -0.4324 -0.0147 0.00
C -1.7101 -0.3066 -0.9164 0.2103 0.4291 0.0602 -0.18
C -0.8292 0.6805 -0.5604 -0.3416 -0.3491 0.0961 -0.10
H 0.4250 -3.5706 -1.0729 -0.0028 -0.0285 -0.0479 0.12
H -3.1139 -2.4994 -0.2191 0.0071 0.1131 0.0950 0.08
H -4.7818 0.8520 5.7130 -0.0406 0.0124 0.0776 0.10
H 4.5271 -0.8635 -2.7348 -0.0150 -0.0008 -0.0718 0.13
H -2.3148 0.7806 5.6914 0.0579 0.0069 0.0696 0.11
H 4.0713 0.8320 0.6330 0.0858 -0.0086 -0.0552 0.12
H -4.8317 0.4382 1.4667 -0.0183 -0.0103 -0.0979 0.11
H 2.2800 0.3308 1.3027 0.0298 0.1048 0.0228 0.11
H 4.2770 3.0555 -0.7512 -0.0669 -0.0490 0.1770 0.12
H -1.0437 -0.8252 -2.8451 -0.0643 -0.0447 0.0358 0.06
H 2.6457 2.5066 -0.3348 0.0209 0.0043 0.0220 0.11
H -2.8082 -0.8665 -2.6497 -0.1017 -0.0183 -0.0288 0.09
H 1.4469 3.3090 -2.2372 -0.0384 -0.0244 -0.0599 0.13
H 2.7861 -0.6104 -3.0251 0.1463 0.0129 0.0721 0.09
H -1.1067 0.5042 3.5597 0.1142 -0.0212 -0.0193 0.11
H 1.7684 2.4986 -3.7807 -0.1466 -0.0019 0.1062 0.13
H 5.0008 1.4585 -2.9545 -0.0109 -0.0847 -0.0976 0.12
H -3.5864 -1.8405 1.3491 0.0323 -0.0600 -0.1349 0.10
H 0.4879 -0.9583 2.2998 -0.0219 0.0669 0.0392 0.12
H 3.6725 1.2575 -4.1016 0.0853 -0.0286 -0.0153 0.13
H 5.1693 0.8463 -0.7428 -0.0477 0.0197 0.1029 0.13
H -1.8146 -2.1537 -1.9645 -0.0074 -0.1034 0.0104 0.08
H -6.0320 0.6816 3.5929 -0.0778 0.0020 -0.0015 0.10
H -4.4602 -1.3500 -0.1230 -0.0041 0.0006 0.0743 0.10
H 2.2778 -2.3457 -2.0775 0.0351 -0.0069 -0.1010 0.11
H 0.4114 2.2142 -0.6096 0.0452 -0.0158 -0.2276 0.13
```
Forces are in eV/Å.



[2]
C23H27AlBrCl4F10N4O12V | the ωB97M-V functional and the def2-TZVPD basis

Computed properties:
Relative energy (zero: lowest compared OMol25 entry of this formula, charge and spin) (eV): 6.196
Gap between HOMO and LUMO (eV): 3.241
Total charge: +2
HOMO energy (eV): -13.91
Energy (a.u.): -8612.96015

Geometry as XYZ:
```
83
Properties=species:S:1:pos:R:3:forces:R:3:lowdin_charge:R:1
Br -0.8871 -1.4022 -0.7620 0.8180 2.1550 -0.5853 0.75
V 0.0384 -1.1475 5.5403 -1.4295 2.7614 1.8512 1.40
Cl -5.3717 -2.0729 2.2873 0.1244 -0.2479 0.1551 0.56
Cl -3.3348 -4.0997 1.8951 -0.1893 0.2113 0.1354 0.54
Cl -5.7476 -4.7336 3.3737 0.3492 0.3531 -0.0441 0.56
Cl -3.7637 -2.9644 4.5345 -0.0315 -0.1094 0.0037 0.52
Al 3.4597 -5.6538 -3.6916 0.6077 -0.5902 0.5765 1.16
F 0.8801 3.2736 -9.8966 -0.1368 0.1613 0.4846 0.11
F 2.1497 5.0251 -9.9864 -0.3646 -0.0129 0.3724 0.11
F -0.7207 1.6671 -8.3982 0.3904 -0.0858 0.1274 0.14
F 2.1294 1.8201 -8.1898 -0.1431 -0.0388 0.1113 0.11
F 1.9902 4.1341 -7.3548 -0.9574 -0.6794 -0.0283 0.11
F 0.9495 5.9995 -7.6177 0.7183 1.3782 -0.1558 0.15
F -0.7491 0.7574 -6.4293 0.4799 0.0028 0.2036 0.10
F 1.2938 -0.1642 -8.0046 -0.2844 -0.0568 0.2067 0.09
F 3.2302 5.6842 -7.8051 0.3284 1.3302 -0.0919 -0.05
F -0.5328 7.1394 -6.8932 0.4361 -0.6986 -0.2515 -0.07
O -1.2934 2.7612 5.7937 -0.2116 -0.8526 0.3519 0.09
O 0.0836 -3.5072 -3.5785 0.4671 -0.5832 0.0173 0.03
O -0.2845 -2.1440 6.9197 1.3680 1.9230 -4.3248 -0.34
O 1.3658 1.6212 6.8221 -0.7118 -0.7571 -0.2685 -0.10
O 0.1610 3.9143 -0.1343 1.1932 -4.6026 -1.8669 0.15
O -1.8828 0.8324 6.6014 0.5071 -0.6421 -0.2136 0.02
O 1.2953 -9.1893 2.2811 -0.0288 0.4245 0.0127 0.13
O -0.2553 4.1494 -7.4214 1.2845 -0.3324 -0.8613 0.06
O 1.1478 2.2895 -1.6274 -2.8590 0.2844 -0.0679 0.08
O 0.3724 -0.1598 4.1537 -0.1341 -3.4042 2.9527 -0.36
O 0.2868 1.0388 -3.4107 0.2226 0.5763 5.1024 0.08
O 0.3686 -4.0382 3.1427 0.0301 0.0762 0.2139 0.05
N 0.8532 -1.5308 -4.3285 0.1584 -0.1584 -0.0222 0.19
N -3.0498 0.4671 0.9910 2.0862 0.7105 2.5098 0.12
N -2.0259 2.0407 6.4440 0.3795 0.9332 -0.2941 -0.40
N 2.0837 -3.4275 -4.6473 1.5351 -0.5995 -0.0228 0.10
C 2.1912 -7.0391 2.5952 0.1957 0.3412 0.0281 0.03
C -0.7101 1.3669 1.6498 -0.5412 -0.0195 -0.8986 -0.07
C 0.9438 -2.8618 -4.1452 -1.5582 0.9128 0.5645 -0.68
C -0.2740 1.4264 0.1219 -0.0160 -1.1778 -1.6363 -0.09
C -0.5279 -6.1946 2.8283 -0.0783 -0.1740 -0.0307 0.01
C -3.1969 2.6706 7.1083 -0.2849 0.2017 0.1372 0.09
C -4.5550 -3.4688 3.0217 -0.3060 -0.1821 -0.2139 -2.00
C -0.2957 -7.4900 2.6103 -0.2474 0.2542 0.0460 0.04
C 1.0819 -8.0103 2.4779 0.0248 -0.6277 -0.0601 -0.38
C 2.7392 3.3608 7.7739 -0.2265 0.1122 0.1125 -0.07
C -2.5723 0.5044 3.4657 1.5874 0.8734 0.0213 -0.07
C -0.2657 0.4587 -0.9169 0.0652 2.5734 1.8405 -0.44
C 0.3354 2.7519 -0.5195 -0.5905 1.2842 2.0561 -0.28
C 0.9809 4.5596 -9.5007 0.2605 0.2033 -1.4174 -0.26
C -0.0533 1.6269 -7.2224 -0.7537 0.6151 -0.5083 -0.43
C 0.5807 -5.2249 2.9451 -0.0783 0.0615 0.0467 -0.38
C 0.3530 1.2278 -2.1783 0.4563 -1.0708 -2.1927 -0.31
C 0.9316 4.6817 -7.9675 -1.1330 -1.6424 1.6741 -0.47
C 1.3538 1.0542 -7.4048 0.4351 -0.5868 -0.2459 -0.31
C -2.1597 0.7580 1.9091 -1.6951 -0.6644 -0.0057 -0.34
C -0.1289 3.0152 -6.5509 -0.4156 0.3605 0.6710 -0.03
C 2.7138 2.0115 7.0849 0.5374 0.1867 -0.0302 -0.29
C 1.9581 -5.7443 2.8131 0.1743 -0.1214 -0.0691 0.01
H -3.8767 0.1019 1.5120 0.5666 0.2686 -0.7439 0.01
H 2.1905 -4.4214 -4.5329 -1.1244 0.7053 -0.9586 -0.18
H -1.5293 -5.7970 2.9285 0.0456 -0.0084 0.0362 0.07
H -3.5715 1.0053 3.6993 1.2348 -0.9809 -0.4067 0.10
H -0.6779 2.4348 2.0911 -0.0199 -1.6893 -0.7585 0.15
H -4.0940 2.1931 6.7149 0.1129 -0.0822 0.1310 0.11
H 1.8550 0.9253 -6.4403 -0.1259 0.1465 0.1115 0.16
H -3.1959 3.7353 6.8833 0.1531 -0.1950 -0.0607 0.11
H 0.1640 5.1201 -9.9615 -0.1140 0.1156 0.3024 0.19
H 0.0305 -1.0692 -3.9729 0.1203 0.0981 -0.1405 0.09
H 2.1803 3.3231 8.7122 0.1346 -0.0630 -0.0389 0.09
H -1.0965 -8.2137 2.5214 0.0403 -0.0206 0.0131 0.13
H 3.1935 -7.4368 2.4953 -0.0220 -0.0446 0.0334 0.13
H 3.1692 1.2490 7.7196 -0.2175 -0.0298 -0.0858 0.12
H 2.8028 -2.9035 -5.1177 -0.0232 -0.1014 -0.1915 0.11
H 0.9703 2.2974 6.2512 -0.0397 -0.1748 0.0424 0.07
H -1.7811 1.0066 4.1453 -1.2409 -0.6429 -1.1949 0.02
H 2.2639 4.1233 7.1498 0.1518 -0.0020 -0.0323 0.08
H -3.0963 2.5019 8.1802 -0.0484 -0.1365 -0.1253 0.12
H 1.5577 -0.9885 -4.7948 -0.1473 0.0792 0.0120 0.10
H 2.7588 -5.0203 2.9022 -0.0203 0.0085 0.0177 0.12
H -2.5505 -0.6081 3.7468 -0.3848 1.4784 -0.7131 0.03
H -1.0559 3.0228 -5.9697 -0.0121 -0.0476 -0.3380 0.16
H 3.2616 2.0449 6.1385 0.0840 0.0028 0.0773 0.12
H 3.7646 3.6698 7.9861 -0.0750 -0.0257 -0.0566 0.09
H 0.6581 3.1611 -5.8064 0.1070 -0.1211 -0.2843 0.14
H 0.0407 0.7217 2.2164 -0.9495 0.9197 -0.8262 0.09
```
Forces are in eV/Å.



[3]
C23H27BiClIO2P2 | the ωB97M-V functional and the def2-TZVPD basis

Computed properties:
Relative energy (zero: lowest compared OMol25 entry of this formula, charge and spin) (eV): 5.257
Gap between HOMO and LUMO (eV): 5.262
Total charge: +2
HOMO energy (eV): -13.61
Energy (a.u.): -2697.52690

Geometry as XYZ:
```
57
Properties=species:S:1:pos:R:3:forces:R:3:lowdin_charge:R:1
Bi 2.2234 -0.1111 -0.3918 1.4806 3.0740 3.0855 0.87
I 2.1041 -2.0922 1.7378 -0.1227 0.1235 -0.4042 0.43
Cl 2.7559 1.8015 0.9582 1.0151 0.5144 0.8766 0.17
P 4.6885 -0.6249 -0.6114 -0.0214 -0.0465 0.5692 0.63
P -1.1378 -0.3206 0.6834 -3.3978 4.0827 -2.8965 0.96
O 1.4631 -2.6462 -2.3849 1.8827 5.1163 4.3156 0.22
O 0.2156 -0.0412 0.0063 2.5238 -2.2364 0.4379 -0.69
C -2.4257 3.2190 2.1983 -0.4364 0.1051 0.5922 -0.04
C -2.6768 -1.7062 2.4958 0.0863 0.0588 0.2973 -0.07
C 4.9648 -2.1067 -1.5213 0.4209 -0.5893 -0.4586 -0.22
C -0.2581 2.3001 0.8374 0.9299 1.0362 -1.1055 -0.14
C -1.2124 1.3864 1.2381 -0.2425 -0.0813 0.9075 -0.23
C 2.1814 1.1349 -2.1988 -0.4908 0.3027 -0.1666 -0.19
C -2.6319 -0.7240 1.5417 -1.5280 -1.7179 2.3183 -0.37
C 5.4854 0.7488 -1.3770 0.4858 0.4968 -0.4782 -0.22
C -2.2378 1.8521 2.0666 0.0812 0.8871 0.1985 -0.06
C -3.8266 -1.9096 3.2605 -0.3149 -0.2312 0.0190 -0.05
C -1.4295 4.1033 1.8475 -0.1924 1.2006 -0.5344 -0.04
C -3.8360 -1.4702 -2.1458 0.7880 -0.2317 0.0186 -0.03
C 1.7568 -1.7655 -1.6562 -2.9927 -9.3654 -7.0821 -0.18
C -1.8656 -0.8190 -0.8865 0.9247 -0.4259 -0.5711 -0.22
C -3.1198 -1.3561 -3.3157 -1.3040 0.1781 -0.8568 -0.04
C -3.8411 0.0648 1.2724 1.0711 -0.6197 0.5579 -0.13
C 5.3111 -0.8043 1.0349 0.4428 -0.2144 0.3396 -0.27
C -0.3370 3.6503 1.1276 -0.0922 -0.6022 0.4180 -0.05
C -4.9092 -0.0911 2.1317 -0.3605 0.1027 -0.9844 -0.06
C -1.1268 -0.7717 -2.0913 -1.5481 0.5668 -0.1037 -0.08
C -3.1729 -1.2592 -0.9484 -1.4855 -1.4017 0.0296 -0.08
C -4.9438 -1.1192 3.0599 -0.2263 -0.5463 1.1526 -0.05
C -1.8051 -0.9419 -3.2817 1.0826 -0.2771 -0.5720 -0.06
H 6.0569 -2.2333 -1.5245 -0.1997 -0.3210 -0.1947 0.09
H 5.1050 -1.8159 1.3959 0.1850 0.1846 -0.0183 0.03
H -5.8622 -1.2873 3.6587 0.8088 0.1926 -0.3945 0.13
H -5.7619 0.5869 2.0552 0.1964 -0.2940 -0.2387 0.13
H -3.6224 -1.5845 -4.2681 0.4072 0.2952 0.4194 0.13
H 4.8795 -0.0790 1.7323 0.1089 -0.0217 -0.2055 0.04
H -3.8775 0.8152 0.4815 0.1656 -0.2635 0.3242 0.14
H -3.3767 3.6107 2.5545 0.3406 -0.1839 0.5457 0.13
H 0.4215 4.3202 0.7695 0.2494 0.2039 0.0554 0.11
H 4.4913 -2.9625 -1.0281 0.1593 0.1042 -0.0005 0.07
H 5.2742 0.7958 -2.4511 0.1383 -0.0230 0.2092 0.07
H -1.7845 -2.3133 2.6515 -0.2785 0.0494 0.2248 0.11
H 0.6245 2.0036 0.2656 -1.1902 0.3510 0.1694 -0.02
H 1.2293 1.0419 -2.7101 -0.0634 0.1425 -0.0553 0.03
H 6.5548 0.5571 -1.2196 -0.0393 0.3019 -0.2092 0.08
H 4.6005 -2.0334 -2.5526 0.1832 0.0172 0.1423 0.07
H -3.8199 -2.6834 4.0120 -0.1332 -0.1041 0.0322 0.11
H -1.2848 -0.7687 -4.2212 0.0083 -0.2683 0.1102 0.12
H -0.0792 -0.5386 -2.1358 -0.1600 0.3920 0.0481 0.02
H -3.7526 -1.6288 -0.0839 0.6933 0.6746 -0.7033 0.12
H 5.2082 1.7004 -0.9078 0.0671 -0.2481 0.0100 0.07
H -2.9042 1.1804 2.5836 0.3166 0.6697 0.0013 0.10
H 6.3894 -0.6389 0.9272 -0.0260 -0.0963 0.3763 0.08
H 2.3259 2.1313 -1.7807 -0.0573 -0.0251 -0.2224 0.02
H -4.8584 -1.7878 -2.1078 -0.3050 -0.1968 -0.2154 0.12
H -1.5364 5.1784 2.0704 -0.0249 -0.6627 -0.2101 0.13
H 3.0036 0.8532 -2.8541 -0.0098 -0.1295 0.0793 0.03
```
Forces are in eV/Å.



[4]
C23H27BrClN3O4 | the ωB97M-V functional and the def2-TZVPD basis

Computed properties:
SMILES: COC(=O)CN[C@@H](c1ccccc1Cl)c1cc(Br)ccc1NC(=O)CCN1CCOCC1
Relative energy (zero: lowest compared OMol25 entry of this formula, charge and spin) (eV): 0.000
Gap between HOMO and LUMO (eV): 8.900
HOMO energy (eV): -8.27
Energy (a.u.): -4392.11275

Geometry as XYZ:
```
59
Properties=species:S:1:pos:R:3:forces:R:3:lowdin_charge:R:1
Br -2.4768 -0.7756 5.3023 0.0949 0.0136 -0.0843 0.73
Cl -1.4606 2.4694 0.6175 -0.0041 0.2702 -0.0530 0.79
O 0.1156 -3.0474 2.2744 0.0489 -0.1620 -0.1332 0.11
O 2.0581 -2.4967 1.2752 0.2637 0.0554 -0.3539 -0.03
O 3.4782 0.4710 1.9451 0.2125 0.0283 0.2444 0.05
O -0.4143 1.6001 -3.9060 0.0290 0.0428 -0.2049 -0.12
N -1.1808 -1.9651 -0.0760 -0.1300 -0.0565 -0.1796 0.01
N 1.4575 0.5946 0.8856 -0.3278 0.1033 -0.3268 0.16
N 1.5495 0.7902 -1.9750 0.0249 0.0176 -0.1577 -0.20
C -1.6115 -0.5055 2.6070 0.1722 0.1280 0.1463 -0.08
C -5.0345 1.2281 -0.6058 -0.0018 -0.0331 -0.0202 -0.08
C -2.5346 0.0770 -0.1076 0.1247 0.0754 -0.0977 -0.20
C -0.2829 0.2504 -3.5341 0.2089 -0.2835 0.0365 -0.18
C 0.7505 -2.7299 1.3017 -0.2998 -0.0526 -0.0170 -0.50
C 1.3852 2.1847 -2.3812 -0.3295 0.1032 -0.0659 -0.15
C 2.7898 -2.6053 2.4969 0.1160 -0.0414 0.5061 -0.02
C -0.7215 -0.2130 1.5833 0.3140 0.0489 0.2059 -0.19
C 1.1454 -0.0661 -3.0897 -0.3472 0.0164 -0.0999 -0.16
C -3.9876 2.0164 -0.1623 0.0545 0.0382 0.0196 -0.10
C -4.8346 -0.1249 -0.8150 -0.0879 0.0228 0.0039 -0.07
C 0.0443 0.0569 4.2544 -0.1755 -0.0596 -0.0315 -0.11
C 0.9299 0.3671 3.2428 0.1323 0.0379 -0.0222 0.01
C 0.1372 -2.5632 -0.0888 -0.0436 -0.0930 0.1654 -0.09
C 2.9309 0.4806 -1.6031 0.1080 0.0410 0.0198 -0.18
C -1.2293 -0.3703 3.9262 -0.1883 -0.0661 0.0472 -0.67
C -1.1736 -0.5250 0.1677 0.0687 -0.0360 0.0502 -0.27
C -3.5958 -0.6904 -0.5699 0.0503 0.0298 0.0340 -0.03
C 0.5673 0.2399 1.9021 -0.3399 -0.1975 0.4966 -0.20
C 3.4357 1.1808 -0.3405 0.0293 -0.1215 -0.0291 -0.07
C -0.0549 2.4343 -2.8315 0.2189 0.1532 0.1921 -0.19
C 2.8077 0.7022 0.9606 0.1360 0.1155 -0.4362 -0.46
C -2.7529 1.4398 0.0792 -0.1892 -0.0535 -0.0581 -0.57
H -0.1639 3.4598 -3.1871 0.0062 -0.0259 0.1029 0.13
H -2.6071 -0.8487 2.3641 -0.0932 -0.0245 0.0098 0.12
H 1.2029 -1.1112 -2.7768 0.0281 -0.0053 -0.0345 0.12
H -4.1221 3.0750 -0.0047 0.0169 0.0957 0.0259 0.10
H 2.9896 -0.6008 -1.4446 0.0301 0.0218 -0.0588 0.13
H 2.1025 -2.7922 3.3228 0.1113 0.0150 -0.0635 0.09
H -0.7381 2.2695 -1.9864 0.0654 0.0523 -0.0670 0.08
H 3.3195 -1.6643 2.6442 -0.0728 -0.1360 -0.0312 0.07
H -0.4786 -0.0954 -0.5631 -0.0688 -0.0340 0.0797 0.11
H 1.9220 0.7065 3.4887 0.0213 0.0218 0.0070 0.11
H 1.8213 0.0780 -3.9493 0.0014 -0.0338 0.0464 0.13
H 4.5100 1.0085 -0.2569 -0.1013 0.0395 0.0531 0.13
H -5.9989 1.6749 -0.7911 -0.0909 0.0473 -0.0209 0.10
H 3.6135 0.7336 -2.4328 -0.0736 -0.0632 0.0345 0.13
H -3.4323 -1.7409 -0.7480 0.0133 -0.0921 -0.0312 0.11
H 0.0436 -3.5661 -0.5211 0.1752 0.0822 0.0384 0.14
H 3.2836 2.2601 -0.4076 0.0666 0.0241 -0.0041 0.12
H -0.9924 0.0119 -2.7279 0.0231 -0.0205 -0.0437 0.12
H 0.3415 0.1531 5.2870 0.0114 0.0225 0.0729 0.10
H -5.6441 -0.7439 -1.1703 -0.0788 -0.0588 -0.0322 0.10
H 1.6011 2.8392 -1.5355 0.0176 0.0436 -0.0328 0.12
H 3.4977 -3.4283 2.4009 -0.0499 0.0056 -0.0159 0.10
H -1.7280 -2.4270 0.6481 0.0186 0.0231 -0.0517 0.12
H 1.0753 0.7258 -0.0495 0.0918 -0.0089 0.0734 0.09
H 2.0701 2.4327 -3.2091 0.0176 0.0069 0.0506 0.14
H 0.8117 -1.9755 -0.7128 -0.0285 -0.0457 -0.0101 0.10
H -0.5370 -0.3395 -4.4162 -0.0012 -0.0380 0.1062 0.13
```
Forces are in eV/Å.